(1)
C21H17BF2LiN2O7S | wB97M-V/def2-TZVPD

Structure (XYZ):
```
52
Properties=species:S:1:pos:R:3:nbo_charge:R:1
S 1.345 -1.226 0.299 1.30
F 5.602 1.823 0.321 -0.59
F 4.854 1.714 -1.767 -0.60
O -1.335 -0.159 4.680 -0.40
O 0.561 -0.018 3.671 -0.37
O 1.409 0.096 -0.394 -1.04
O 1.178 3.238 -0.010 -0.83
O -5.106 2.293 3.078 -0.40
O -4.858 3.811 1.574 -0.37
O -0.598 4.524 -0.536 -0.70
N -0.592 0.311 3.838 0.53
N -4.428 2.942 2.302 0.54
C 2.369 -3.503 -3.901 -0.22
C -0.856 2.929 1.166 -0.12
C -2.200 3.264 1.279 -0.14
C 2.368 -3.450 -2.515 -0.25
C -3.140 -1.218 1.511 -0.21
C -3.617 -0.108 0.826 -0.22
C 2.716 -2.220 -0.354 -0.65
C -2.984 2.621 2.217 -0.01
C -0.328 1.962 2.010 -0.16
C -1.308 -1.405 -0.048 -0.07
C 2.759 -2.390 -4.634 -0.22
C -2.488 1.655 3.070 -0.19
C -1.992 -1.864 1.074 -0.22
C -1.783 -0.282 -0.721 -0.14
C -0.037 -2.058 -0.506 -0.62
C 3.155 -1.233 -3.975 -0.19
C -2.935 0.359 -0.290 -0.22
C 3.158 -1.178 -2.588 -0.22
C 2.755 -2.290 -1.850 0.03
C -0.009 3.641 0.091 0.77
C -1.150 1.353 2.940 0.07
B 4.456 1.731 -0.430 0.44
Li 2.169 1.784 -0.224 0.71
H -1.235 0.098 -1.575 0.22
H 0.718 1.698 1.948 0.26
H -3.658 -1.577 2.392 0.22
H 2.763 -2.427 -5.716 0.21
H 2.614 -3.200 0.118 0.23
H -4.510 0.401 1.169 0.22
H 3.469 -0.363 -4.538 0.22
H 3.594 -1.715 0.053 0.26
H 2.061 -4.320 -1.942 0.20
H 0.136 -1.914 -1.574 0.25
H -2.602 4.016 0.615 0.28
H -3.113 1.159 3.794 0.27
H 2.067 -4.411 -4.408 0.21
H -1.618 -2.726 1.616 0.21
H 3.479 -0.277 -2.078 0.26
H -3.291 1.233 -0.821 0.22
H 0.017 -3.122 -0.263 0.23
```

Calculated values
E_HOMO = -3.87 eV
net charge = -1

=====

(2)
C21H17BrN6PdS3Se | wB97M-V/def2-TZVPD

Structure (XYZ):
```
50
Properties=species:S:1:pos:R:3:nbo_charge:R:1
Pd -0.759 0.744 -0.083 0.77
Br -1.732 -1.703 -0.095 -0.71
Se 4.968 -0.780 5.066 0.93
S -0.853 0.954 -2.511 0.02
S -2.886 1.928 0.126 0.31
S 0.273 3.042 -0.168 -0.08
N 1.395 0.023 0.084 -0.45
N -4.394 0.123 1.234 -0.50
N 4.914 -0.706 3.289 -0.60
N -4.500 0.271 -1.139 -0.46
N 3.225 -0.472 5.243 -0.62
N -0.342 0.409 2.130 -0.44
C -0.176 2.473 -2.815 -0.19
C 0.861 4.685 -2.255 -0.66
C 1.878 -0.062 1.329 0.27
C 1.332 -0.052 3.767 -0.04
C -5.303 -0.793 -1.145 0.11
C 0.298 3.351 -1.832 -0.17
C -0.102 2.888 -4.264 -0.66
C -5.488 -1.610 2.525 -0.65
C 4.078 -0.513 0.484 -0.11
C 3.224 -0.340 1.573 -0.11
C 2.207 -0.150 -0.945 0.08
C 3.564 -0.416 -0.789 -0.24
C -4.080 0.634 0.053 0.24
C -5.175 -0.955 1.217 0.29
C -5.656 -1.458 0.011 -0.31
C -0.934 0.299 4.432 -0.24
C 0.927 0.117 2.442 0.15
C -1.252 0.473 3.088 0.08
C 3.677 -0.461 2.953 0.10
C 0.375 0.051 4.776 -0.13
C 2.737 -0.330 4.041 0.18
H -6.281 -2.339 -0.018 0.22
H -5.662 -1.117 -2.115 0.20
H 1.750 -0.074 -1.924 0.23
H 4.190 -0.549 -1.660 0.23
H -2.272 0.656 2.768 0.23
H -0.676 3.802 -4.435 0.22
H -0.501 2.106 -4.904 0.23
H -5.025 -2.598 2.556 0.24
H -5.096 -1.013 3.344 0.23
H 0.928 3.093 -4.566 0.22
H 0.069 5.327 -2.651 0.22
H 0.679 -0.078 5.806 0.24
H 1.316 5.191 -1.408 0.23
H 1.610 4.574 -3.041 0.22
H -1.711 0.363 5.180 0.23
H -6.564 -1.740 2.651 0.22
H 5.123 -0.726 0.663 0.24
```

Calculated values
E_HOMO (spin up / spin down) = -6.84 / -7.98 eV
multiplicity = 5
net charge = 0
⟨S²⟩ = 6.027
energy relative to the best compared isomer or geometry (same formula, charge and spin) = 0.7 kcal/mol

=====

(3)
C21H17ClF4NO12PS | wB97M-V/def2-TZVPD

Structure (XYZ):
```
58
Properties=species:S:1:pos:R:3:nbo_charge:R:1
Cl -0.041 1.063 3.934 0.05
S -2.087 -5.807 0.687 2.24
P -2.286 1.990 0.029 2.17
F -4.495 -0.929 -0.693 -0.34
F -3.289 -6.546 -0.345 -0.43
F -5.991 -1.729 0.988 -0.32
F -5.492 0.592 0.906 -0.31
O 2.399 2.756 -3.917 -0.50
O 1.813 -3.872 3.865 -0.47
O -3.562 2.183 -0.889 -1.04
O -1.222 3.351 -0.244 -0.95
O -4.846 -4.473 1.143 -0.45
O -1.120 -5.392 3.970 -0.41
O 2.202 4.222 -2.292 -0.50
O -1.055 -6.932 0.986 -0.77
O -1.425 0.528 -0.465 -0.99
O 1.752 4.897 -4.441 -0.63
O 0.290 -2.124 4.499 -0.51
O -1.361 -4.741 -0.174 -0.80
N -2.808 -5.139 2.169 -0.67
C 2.185 -1.752 2.497 -0.17
C -1.849 -2.948 3.021 -0.13
C 2.355 2.397 -5.303 -0.07
C 1.980 5.565 -1.870 -0.26
C -4.869 -0.743 0.759 0.98
C 2.075 4.041 -3.632 0.98
C 3.878 -0.113 0.161 -0.20
C -0.855 -1.798 3.635 0.35
C -3.748 -4.020 1.741 0.62
C -1.823 -4.580 3.177 0.64
C -3.547 -1.019 1.677 -0.09
C 2.277 -0.480 -0.126 -0.23
C 1.448 -1.297 1.068 -0.20
C -2.740 1.750 1.905 -0.81
C -3.138 -2.552 2.078 -0.05
C -1.206 -0.216 3.217 -0.02
C 1.410 -2.596 3.671 0.73
C 3.592 2.896 -6.030 -0.64
C 4.657 -0.531 1.563 -0.24
C -2.518 0.166 2.256 0.06
C 3.792 -1.356 2.721 -0.18
H 1.731 -0.200 -1.139 0.26
H 1.964 5.578 -0.776 0.20
H 3.630 3.990 -6.043 0.23
H 1.018 5.944 -2.232 0.20
H -0.683 3.140 -1.066 0.52
H -2.032 2.490 2.498 0.30
H 2.800 6.202 -2.212 0.19
H 2.326 1.304 -5.348 0.19
H 4.294 -1.714 3.742 0.25
H 5.792 -0.261 1.719 0.25
H 3.604 2.540 -7.064 0.22
H -2.034 -0.001 -1.074 0.53
H 4.467 0.447 -0.696 0.24
H 4.501 2.553 -5.525 0.21
H 1.435 2.763 -5.772 0.20
H 0.307 -1.617 0.951 0.24
H -3.847 2.128 2.136 0.32
```

Calculated values
E_HOMO = -9.30 eV
net charge = 0
SMILES = O=C(Oc1c(Cl)c(CP(=O)(O)O)c(C(F)(F)F)c2c1C(=O)N(S(=O)(=O)F)C2=O)c1ccccc1.CCOC(=O)OC

=====

(4)
C21H18BCl20N4O5PS2 | wB97M-V/def2-TZVPD

Structure (XYZ):
```
72
Properties=species:S:1:pos:R:3:lowdin_charge:R:1
Cl -5.554 -6.224 -0.176 0.52
Cl 5.731 -6.317 0.092 0.52
Cl -3.989 -4.269 -1.645 0.49
Cl -6.432 0.031 -3.121 0.52
Cl 7.940 -3.133 -4.157 0.50
Cl -5.716 4.712 1.601 0.53
Cl -6.884 -4.260 -1.851 0.51
Cl 9.597 -4.501 -2.205 0.51
Cl 3.740 -6.648 -1.996 0.53
Cl 5.506 -4.345 -2.026 0.50
Cl -6.208 2.002 0.693 0.49
Cl 8.416 -5.986 -4.403 0.51
Cl -4.368 0.244 -5.153 0.53
Cl -6.119 -2.072 -5.098 0.53
Cl 3.425 -4.552 -0.011 0.59
Cl -3.706 3.308 0.050 0.57
Cl -4.117 -1.718 -3.026 0.53
Cl 10.569 -4.105 -4.913 0.51
Cl -6.167 4.185 -1.218 0.53
Cl -5.349 -6.404 -3.066 0.52
S -4.508 1.343 3.556 0.67
S 0.923 -1.125 -2.217 0.31
P -0.929 -0.768 -1.646 0.39
O 0.909 2.118 -2.195 -0.01
O -1.087 -1.403 4.847 0.08
O -1.703 -2.301 -1.584 -0.39
O -0.134 3.308 4.839 0.08
O -1.783 0.145 -2.854 -0.31
N -0.854 3.842 -1.642 0.15
N 4.771 3.807 0.463 -0.05
N -1.142 1.025 5.059 -0.07
N -2.379 1.323 5.650 0.05
C -5.444 -5.290 -1.684 -2.00
C 1.249 -3.518 1.184 -0.01
C 4.601 -5.466 -0.986 -1.98
C -3.366 1.408 4.777 -0.54
C 0.089 4.049 1.581 -0.15
C -0.544 2.214 4.357 -0.25
C -0.568 1.722 2.830 0.03
C -1.024 -0.635 1.406 -0.06
C 1.687 4.219 1.823 -0.17
C -5.450 3.553 0.281 -2.01
C 9.131 -4.431 -3.919 -2.03
C -1.343 -2.207 1.538 -0.15
C -5.259 -0.879 -4.099 -1.98
C -0.315 2.482 1.468 -0.06
C -0.914 0.184 2.754 0.03
C 4.130 3.188 1.674 -0.29
C -0.441 1.692 0.085 0.02
C -1.066 -0.269 4.287 -0.26
C 2.539 2.870 1.454 -0.17
C -0.799 0.126 0.010 -0.14
C 0.056 -2.980 1.332 -0.07
B -0.132 2.591 -1.275 -0.55
H -1.667 -2.442 2.635 0.12
H -1.811 -0.442 -3.665 0.05
H 4.702 2.193 1.884 0.11
H -0.771 4.073 -2.646 0.09
H 2.320 2.555 0.370 0.11
H -1.831 3.858 -1.315 -0.01
H 1.851 4.366 2.970 0.11
H 2.101 5.163 1.319 0.12
H 2.348 -3.839 1.401 -0.06
H 0.423 2.007 -3.061 0.10
H 5.678 4.183 0.802 0.06
H -0.340 4.702 0.740 0.10
H -2.195 -2.587 0.871 0.10
H -1.186 -2.965 -1.065 0.05
H 5.003 3.026 -0.173 0.07
H 4.279 3.824 2.638 0.12
H 2.300 2.016 2.206 0.12
H -0.421 4.422 2.563 0.11
```

Calculated values
E_HOMO = -8.74 eV
net charge = 0
SMILES = C#CCc1c2c(c(CCCCN)c(B(N)O)c1P(O)(O)=S)C(=O)N(N=C=S)C2=O.ClC(Cl)(Cl)Cl.ClC(Cl)(Cl)Cl.ClC(Cl)(Cl)Cl.ClC(Cl)(Cl)Cl.ClC(Cl)(Cl)Cl

=====

(5)
C21H18Br4ClNO2SSiTi | wB97M-V/def2-TZVPD

Structure (XYZ):
```
50
Properties=species:S:1:pos:R:3:nbo_charge:R:1
Br 2.646 3.110 2.134 0.11
Br 5.528 1.419 2.419 0.11
Br 3.129 -2.841 -0.585 0.11
Br 5.772 -1.578 1.041 0.11
Ti -0.681 0.346 -0.303 1.61
Cl -3.460 0.721 -1.503 0.05
S -2.122 0.470 1.724 -0.18
Si -4.238 -1.733 3.401 1.63
O 0.615 1.411 0.535 -0.68
O 0.792 -0.814 -0.479 -0.70
N -1.732 -1.465 0.091 -0.57
C -0.852 3.727 -1.214 -0.10
C -2.532 -3.680 0.098 -0.29
C -1.418 2.487 -1.560 -0.13
C -2.419 -1.170 1.207 0.14
C 4.173 -0.593 0.911 -0.15
C -1.593 4.701 -0.582 -0.22
C 4.070 0.671 1.492 -0.15
C 1.915 -0.421 0.134 0.29
C -2.746 2.289 -1.182 -0.02
C -5.482 -0.390 3.015 -1.11
C -3.081 -1.229 4.777 -1.12
C -1.763 -2.686 -0.453 0.08
C -5.155 -3.296 3.879 -1.12
C -3.238 -2.123 1.841 -0.51
C -3.268 -3.377 1.248 -0.11
C 1.812 0.844 0.719 0.22
C -0.626 1.377 -2.125 -0.78
C 3.088 -1.149 0.225 -0.18
C 2.881 1.401 1.396 -0.15
C -2.928 4.468 -0.250 -0.19
C -3.512 3.253 -0.544 -0.23
H -2.373 -2.029 5.001 0.24
H -2.557 -4.664 -0.345 0.23
H -1.131 5.647 -0.334 0.22
H -5.785 -3.092 4.748 0.24
H 0.390 1.656 -2.391 0.24
H -3.502 5.233 0.255 0.22
H -6.086 -0.650 2.144 0.24
H -4.998 0.566 2.819 0.25
H -3.881 -4.155 1.689 0.22
H 0.190 3.899 -1.453 0.22
H -5.810 -3.648 3.080 0.24
H -1.142 -2.840 -1.326 0.22
H -4.534 3.034 -0.272 0.23
H -1.126 0.832 -2.926 0.24
H -2.510 -0.341 4.501 0.26
H -4.480 -4.110 4.151 0.24
H -6.159 -0.262 3.865 0.24
H -3.636 -1.005 5.691 0.24
```

Calculated values
E_HOMO = -8.18 eV
net charge = 0
energy relative to the best compared isomer or geometry (same formula, charge and spin) = 0.8 kcal/mol

=====

(6)
C21H18BrN3O2S2V | wB97M-V/def2-TZVPD

Structure (XYZ):
```
48
Properties=species:S:1:pos:R:3:nbo_charge:R:1
Br 5.535 4.927 -1.464 0.04
V 0.000 0.002 -0.565 1.23
S 1.118 -2.871 -0.319 1.26
S 2.351 -0.682 3.600 -0.26
O -0.037 -2.105 -0.951 -1.00
O 1.694 0.295 -1.628 -0.76
N -0.178 2.100 -0.332 -0.55
N 0.701 -0.319 1.378 -0.72
N -2.055 0.186 -0.118 -0.49
C 3.795 1.213 -2.056 -0.26
C -3.719 1.753 0.677 -0.09
C 0.520 -3.466 1.294 -0.60
C -1.430 2.492 0.170 0.13
C -4.043 3.067 1.080 -0.18
C 3.037 3.654 -1.005 -0.17
C -0.110 -4.834 1.075 -0.41
C -2.957 -0.772 -0.086 0.08
C 2.469 1.322 -1.550 0.42
C 0.982 -4.527 -1.073 -0.59
C -1.786 3.754 0.581 -0.21
C 4.297 3.489 -1.493 -0.15
C 0.783 -5.534 0.055 -0.41
C -2.413 1.458 0.241 0.22
C -4.290 -0.559 0.307 -0.26
C 4.684 2.250 -2.026 -0.18
C -3.085 4.039 1.039 -0.19
C 2.097 2.595 -1.009 -0.19
C -4.661 0.697 0.695 -0.12
C 0.807 2.922 -0.491 0.21
C 1.414 -0.452 2.301 0.18
H -3.319 5.047 1.354 0.22
H -0.181 -5.387 2.011 0.23
H 1.743 -5.784 0.513 0.21
H -5.673 0.905 1.022 0.22
H 1.392 -3.502 1.949 0.25
H 0.347 -6.458 -0.324 0.23
H 0.685 3.973 -0.227 0.17
H -0.144 -2.689 1.667 0.27
H 0.098 -4.447 -1.707 0.24
H 2.739 4.613 -0.598 0.22
H -1.120 -4.724 0.674 0.21
H -2.612 -1.759 -0.370 0.21
H 4.079 0.254 -2.467 0.22
H 5.686 2.122 -2.412 0.23
H 1.856 -4.711 -1.694 0.24
H -4.984 -1.387 0.307 0.23
H -1.064 4.558 0.555 0.22
H -5.047 3.282 1.421 0.22
```

Calculated values
E_HOMO (spin up / spin down) = -6.62 / -7.60 eV
multiplicity = 4
net charge = 0
⟨S²⟩ = 3.761

=====

| no. | largest force on an atom (eV Å⁻¹) | total energy (hartree) |
| --- | --- | --- |
| 1 | 0.6 | -2076.99244 |
| 2 | 0.2 | -7436.90174 |
| 3 | 9.4 | -3366.44525 |
| 4 | 7.2 | -11772.26820 |
| 5 | 0.6 | -13309.82719 |
| 6 | 0.6 | -5440.28752 |